Formula: C22H25N3O4S
Source: the Open Molecules 2025 dataset
Level of theory: ωB97M-V/def2-TZVPD

Output
LUMO energy   0.2 eV
SMILES string   CC(=O)N1CCN(S(=O)(=O)c2cccc(C(=O)Nc3ccc4c(c3)CCC4)c2)CC1
Spin multiplicity   1
HOMO   -0.307 Ha

Positions of all 55 atoms, in Å:
C  7.2736  -2.1000  0.0846
C  6.1595  -3.0827  -0.2089
O  6.1760  -4.2196  0.2219
N  5.1526  -2.6427  -1.0057
C  4.9193  -1.2874  -1.4453
C  3.6852  -0.7289  -0.7227
N  2.5301  -1.5768  -0.9324
S  1.7506  -1.3630  -2.4090
O  1.7869  0.0417  -2.6965
O  2.2222  -2.2727  -3.4164
C  0.0831  -1.8120  -1.9458
C  -0.4850  -2.9913  -2.3860
C  -1.7736  -3.3076  -1.9816
C  -2.4722  -2.4364  -1.1652
C  -1.9056  -1.2316  -0.7522
C  -2.7285  -0.3348  0.1266
O  -3.5449  -0.7898  0.9010
N  -2.4713  0.9855  -0.0635
C  -3.0436  2.0979  0.5692
C  -2.6320  3.3582  0.1396
C  -3.1443  4.5080  0.7178
C  -4.0705  4.3895  1.7345
C  -4.4815  3.1302  2.1641
C  -3.9815  1.9787  1.5939
C  -5.4970  3.2569  3.2604
C  -5.3374  4.7140  3.7232
C  -4.7747  5.4657  2.5058
C  -0.6038  -0.9299  -1.1370
C  2.7720  -2.9651  -0.5905
C  4.0258  -3.5126  -1.2802
H  8.0289  -2.6190  0.6684
H  7.7243  -1.7400  -0.8371
H  6.9043  -1.2546  0.6607
H  5.7850  -0.6562  -1.2582
H  4.7116  -1.3002  -2.5222
H  3.4294  0.2581  -1.1080
H  3.8691  -0.6695  0.3550
H  0.0859  -3.6359  -3.0359
H  -2.2299  -4.2306  -2.3046
H  -3.4735  -2.6684  -0.8342
H  -1.8049  1.2199  -0.7867
H  -1.9017  3.4366  -0.6541
H  -2.8167  5.4786  0.3759
H  -4.3003  1.0054  1.9260
H  -6.4967  3.0836  2.8526
H  -5.3363  2.5408  4.0655
H  -4.6146  4.7568  4.5395
H  -6.2739  5.1417  4.0773
H  -5.5824  5.8841  1.8981
H  -4.1121  6.2836  2.7889
H  -0.0894  -0.0369  -0.8163
H  1.8926  -3.5373  -0.8879
H  2.8860  -3.0261  0.4967
H  4.2700  -4.5067  -0.9027
H  3.8560  -3.5491  -2.3603

Formula: C4H8O2
Source: the Open Molecules 2025 dataset
Level of theory: ωB97M-V/def2-TZVPD

Output
LUMO energy (alpha / beta)   -4.9 / -9.3 eV
Charge   +1
Spin multiplicity   2
HOMO (alpha / beta)   -0.522 / -0.521 Ha
<S²>   0.763

Positions of all 14 atoms, in Å:
O  -0.9146  -0.0536  -1.1511
C  -2.0285  -0.1169  -0.6848
C  -2.1804  -0.1789  0.8444
H  -2.8861  -0.2554  -1.4131
H  -3.0287  0.2698  1.3448
H  -2.1588  -1.2403  1.0110
H  -1.3209  0.3131  1.1702
C  1.7172  0.3524  1.4878
C  2.0386  -0.1844  0.3177
O  1.6512  0.2095  -1.0340
H  2.0340  -0.0841  2.4607
H  0.9696  1.1646  1.6618
H  2.3731  -1.3227  0.2713
H  0.8440  0.6739  -0.8163

Formula: C20H32N2O3
Source: the Open Molecules 2025 dataset
Level of theory: ωB97M-V/def2-TZVPD

Output
LUMO energy   0.4 eV
SMILES string   COC(=O)c1ccc(CN2CCN(CCC(C)C)[C@H](CCO)C2)cc1
Spin multiplicity   1
HOMO   -0.305 Ha

Positions of all 57 atoms, in Å:
C  3.0396  6.8588  -0.0946
O  2.9973  5.5120  0.3486
C  3.2523  4.5819  -0.5872
O  3.4994  4.8587  -1.7362
C  3.1941  3.2031  -0.0520
C  2.8875  2.9372  1.2800
C  2.8438  1.6320  1.7289
C  3.1047  0.5689  0.8686
C  2.9644  -0.8551  1.3455
N  1.6232  -1.4032  1.1921
C  0.6092  -0.7287  1.9777
C  -0.6628  -1.5805  1.9451
N  -1.1590  -1.8232  0.6015
C  -1.9120  -0.7248  0.0095
C  -3.0617  -1.2729  -0.8412
C  -3.8360  -0.1878  -1.5964
C  -4.5868  0.7403  -0.6442
C  -4.8191  -0.8388  -2.5680
C  -0.1067  -2.3506  -0.2655
C  0.1788  -3.8268  0.0436
C  -1.0706  -4.6992  -0.1103
O  -2.0516  -4.4403  0.8567
C  1.1841  -1.5136  -0.1837
C  3.4189  0.8440  -0.4594
C  3.4638  2.1451  -0.9175
H  2.3057  7.0212  -0.8870
H  2.8088  7.4724  0.7725
H  4.0315  7.0998  -0.4828
H  2.6859  3.7554  1.9535
H  2.6118  1.4318  2.7653
H  3.6431  -1.5061  0.7873
H  3.2168  -0.9208  2.4077
H  0.3911  0.2850  1.5941
H  0.9595  -0.6413  3.0085
H  -0.4422  -2.5482  2.4019
H  -1.4506  -1.1021  2.5305
H  -1.2813  -0.0692  -0.6093
H  -2.3220  -0.1190  0.8192
H  -3.7461  -1.8262  -0.1953
H  -2.6552  -1.9791  -1.5681
H  -3.1212  0.4101  -2.1745
H  -5.2586  0.1666  -0.0092
H  -3.9001  1.2954  -0.0106
H  -5.1786  1.4582  -1.2078
H  -4.2966  -1.4763  -3.2776
H  -5.3642  -0.0811  -3.1262
H  -5.5378  -1.4484  -2.0246
H  -0.4758  -2.2926  -1.2960
H  0.9392  -4.1843  -0.6524
H  0.5740  -3.9246  1.0536
H  -1.4861  -4.5561  -1.1218
H  -0.8033  -5.7542  -0.0002
H  -2.1533  -3.4725  0.8853
H  1.0001  -0.5200  -0.6331
H  1.9654  -2.0081  -0.7645
H  3.6381  0.0299  -1.1351
H  3.7075  2.3674  -1.9454

Formula: C18H32NaO18
Source: the Open Molecules 2025 dataset
Level of theory: ωB97M-V/def2-TZVPD

Output
LUMO energy   -1.7 eV
Charge   +1
Spin multiplicity   1
HOMO   -0.487 Ha

Positions of all 69 atoms, in Å:
Na  -10.8829  10.9210  11.9554
C  -9.7518  15.5306  14.8862
C  -8.5320  14.6083  14.6493
O  -9.1837  13.6630  13.8781
C  -10.5164  13.7888  13.8124
O  -11.2110  12.8888  13.3216
O  -10.9168  14.8899  14.5462
H  -9.6917  16.4041  14.2371
H  -9.9661  15.8120  15.9173
H  -8.1519  14.1963  15.5842
H  -7.7178  15.1060  14.1225
C  -10.5142  15.3723  8.7735
C  -10.8304  14.2870  7.7993
O  -10.1629  13.2164  8.3252
C  -9.9163  13.3993  9.6688
O  -9.5083  12.5864  10.5357
O  -10.0035  14.7140  9.9381
H  -11.4340  15.9406  8.9110
H  -9.7727  16.0273  8.3160
H  -10.5425  14.6264  6.8044
H  -11.8991  14.1172  7.6678
C  -9.9196  7.7560  14.7517
O  -8.6327  8.2408  14.4433
C  -8.6338  9.4782  13.9243
O  -9.5602  10.2166  13.6752
O  -7.4013  9.6508  13.4847
C  -6.9945  10.8296  12.9196
H  -9.7526  6.6789  14.7499
H  -10.6680  7.9136  13.9751
H  -10.0977  8.1186  15.7641
H  -7.6466  11.0583  12.0767
H  -5.9609  10.6505  12.6237
H  -7.0594  11.7110  13.5576
C  -14.2862  9.7123  7.9665
O  -14.2235  11.0148  8.5349
C  -13.0771  11.4556  9.1802
O  -12.0346  10.7642  9.4091
O  -13.1779  12.7014  9.7325
C  -14.3760  13.4161  9.5196
H  -13.3522  9.2985  7.5864
H  -14.9615  9.7520  7.1118
H  -14.5797  8.9629  8.7016
H  -14.4243  14.3385  10.0983
H  -15.2613  12.9045  9.8972
H  -14.4226  13.6985  8.4679
C  -14.4945  7.2719  13.5190
O  -14.3437  8.5772  12.9159
C  -13.6706  9.6425  13.4236
O  -13.2907  10.5601  12.6640
O  -13.2826  9.4571  14.6856
C  -12.7333  10.5290  15.3933
H  -13.5284  6.9427  13.9015
H  -14.9520  6.6405  12.7573
H  -15.2380  7.3228  14.3144
H  -12.7869  10.2037  16.4322
H  -13.3330  11.4363  15.3207
H  -11.6864  10.6100  15.1008
C  -7.8387  7.5104  10.6654
O  -9.1143  7.0587  10.3943
C  -10.2191  7.6271  10.6957
O  -10.2766  8.6429  11.4596
O  -11.2076  6.9688  10.0949
C  -12.5147  7.2404  10.4715
H  -7.9194  8.5882  10.5247
H  -7.0349  7.2004  9.9976
H  -7.6076  7.4702  11.7299
H  -12.7991  6.7451  11.3999
H  -13.1813  6.9528  9.6585
H  -12.8198  8.2752  10.6274

E_tot (computed, eV): -46716.3952; -8361.0242; -30382.3639; -60451.2499
Energy relative to the best compared isomer or geometry (same formula, charge and spin) (computed, kJ/mol): 78.9; 212.6; 0.0; 238.4